Density functional theory data (the ωB97M-V functional and the def2-TZVPD basis) for CH2N4O2S in the gas phase.

Electronic energy in Eh: -806.6518
Energy above the lowest of the compared OMol25 structures with the same formula, charge and spin in kJ/mol: 252.71
Spin multiplicity: 3
LUMO (spin up / spin down) in eV: -0.16 / -3.91
Kohn-Sham gap (spin up / spin down) in Ha: 0.2271 / 0.2275
HOMO level (spin up / spin down) in eV: -6.34 / -10.10
Strongest force on any atom in eV Å⁻¹: 5.65

Structure (XYZ):
```
10
Properties=species:S:1:pos:R:3:forces:R:3:nbo_charge:R:1
C 0.561298 -0.909639 1.832337 -3.03 3.95 1.02 -0.026
N 1.302078 -1.670489 1.466953 3.44 -3.79 -0.93 -0.302
N 0.878332 0.979446 -0.350730 -1.89 -3.14 1.76 -0.533
N -0.319755 0.432346 0.083248 0.51 1.41 -3.68 -0.297
N -1.108651 -0.333155 -0.837103 1.64 0.99 -2.03 0.607
O -0.665250 -0.283753 -1.975170 -0.47 -0.47 -0.04 -0.403
O -2.024475 -0.968595 -0.427634 -0.45 -0.08 0.63 -0.313
S -0.579645 0.315635 1.799605 -0.72 -0.84 5.54 0.497
H 1.104175 0.504749 -1.162386 1.16 -0.89 -2.19 0.390
H 0.851895 1.933454 -0.429120 -0.19 2.87 -0.08 0.380
```
Forces are in eV/Å.